{"formula": "HO3P2S2", "method": "wB97M-V/def2-TZVPD", "species": ["O", "O", "O", "P", "P", "S", "S", "H"], "xyz": [[-2.38094, 1.88869, 0.37125], [1.19631, -1.39943, -1.22855], [-0.73985, 0.35956, -0.90647], [-2.19946, 0.48821, -0.01364], [0.38559, -0.63568, -0.27528], [1.65372, 0.92258, 0.52168], [-0.60833, -1.72314, 1.06813], [2.69295, 0.09922, 0.46289]], "atomic_forces_ev_per_a": [[0.21, 0.41, 0.23], [0.29, 0.03, -0.73], [-0.73, 0.19, 0.48], [0.63, -0.89, -0.83], [-0.19, -0.11, 0.50], [-0.45, -0.08, 0.06], [-0.06, 0.62, 0.26], [0.31, -0.17, 0.04]], "homo_ev": -4.77, "total_charge": -1, "gap_ha": 0.2974, "de_lowest_kcal_mol": 0.00}

{"formula": "CH6N2OS", "method": "wB97M-V/def2-TZVPD", "species": ["C", "N", "N", "O", "S", "H", "H", "H", "H", "H", "H"], "xyz": [[-0.59505, -0.24339, 1.28270], [0.76144, 1.59318, -0.03155], [-0.69077, -0.14986, -1.37030], [2.07476, -1.52833, -0.17698], [0.45738, 0.10893, -0.14145], [0.06847, -0.43140, 2.11893], [-1.20541, 0.63458, 1.46367], [-1.19737, -1.11979, 1.08166], [1.61008, 1.92795, -0.45087], [-0.45330, 0.34153, -2.22237], [-0.83025, -1.13340, -1.55344]], "atomic_forces_ev_per_a": [[0.42, 0.00, -0.40], [-0.45, 0.22, 0.33], [-0.05, 0.03, 0.45], [-2.08, 1.97, -0.01], [1.40, -1.78, 0.12], [0.15, 0.00, 0.02], [-0.04, 0.11, -0.15], [-0.06, -0.14, -0.10], [0.38, -0.26, -0.25], [0.24, 0.09, 0.06], [0.10, -0.25, -0.06]], "homo_ev": [-9.22, -9.16], "gap_ha": [0.3038, 0.3057], "de_lowest_kcal_mol": 148.87}

{"formula": "C5H4NaO6Rb", "method": "wB97M-V/def2-TZVPD", "species": ["O", "C", "O", "O", "Rb", "O", "C", "O", "O", "C", "C", "C", "Na", "H", "H", "H", "H"], "xyz": [[5.45594, -6.31180, -6.20843], [5.23477, -5.49563, -5.42899], [5.04739, -4.67610, -4.62280], [1.08302, 0.04665, 0.02557], [4.01346, -2.35268, -2.11976], [-4.03811, 0.18407, 1.51128], [-3.15282, 1.03016, 1.77033], [-2.83093, 1.43579, 2.91093], [-2.49675, 1.52515, 0.68054], [-1.42341, 2.42938, 0.89070], [-0.12329, 1.68063, 1.34635], [0.26672, 0.91237, 0.13842], [-4.44880, 0.03659, 3.76467], [-1.68343, 3.16712, 1.65955], [-1.31922, 2.99300, -0.04432], [-0.27944, 0.99949, 2.19411], [0.69490, 2.39582, 1.53184]], "atomic_forces_ev_per_a": [[-0.13, 0.01, -0.08], [0.30, -0.14, 0.03], [-0.22, 0.22, 0.16], [-0.61, 0.57, -0.03], [-0.09, 0.00, -0.03], [0.10, 0.11, 0.26], [-0.38, -0.39, -0.03], [0.13, 0.04, 0.39], [0.36, 0.03, -0.36], [-0.05, 0.55, 1.54], [-1.24, 0.85, -1.07], [1.67, -1.51, -0.37], [0.22, 0.24, -0.47], [-0.10, -0.24, -0.05], [0.36, -0.48, 0.13], [-0.05, 0.36, -0.12], [-0.25, -0.22, 0.10]], "homo_ev": [-10.05, -11.12], "total_charge": 1, "gap_ha": [0.2281, 0.2674], "de_lowest_kcal_mol": 0.00, "s_squared": 0.75, "multiplicity": 2}

{"formula": "C44H36BaF5NOP2S2", "method": "wB97M-V/def2-TZVPD", "species": ["Ba", "C", "P", "C", "C", "C", "C", "C", "C", "C", "C", "C", "C", "C", "C", "C", "C", "C", "C", "C", "P", "C", "C", "C", "C", "C", "C", "C", "C", "C", "C", "C", "C", "N", "H", "H", "H", "H", "H", "H", "H", "H", "H", "H", "H", "H", "H", "H", "H", "H", "H", "H", "H", "H", "H", "H", "H", "H", "H", "H", "F", "C", "C", "F", "C", "F", "C", "S", "C", "F", "C", "F", "C", "S", "O", "C", "C", "C", "C", "C", "C", "H", "H", "H", "H", "H", "H", "H", "H", "C", "H", "H"], "xyz": [[-0.65193, 0.73504, 0.56988], [1.43369, -0.13202, -2.49995], [2.39393, 1.40070, -2.02658], [3.89454, 1.14134, -3.07121], [3.90134, 0.67192, -4.38600], [5.08846, 0.50969, -5.08252], [6.30076, 0.80124, -4.47001], [6.31413, 1.24841, -3.15891], [5.12045, 1.41490, -2.46882], [1.58501, 2.82426, -2.90080], [0.84031, 3.66848, -2.07310], [0.24287, 4.82206, -2.56384], [0.39764, 5.16829, -3.89702], [1.13815, 4.34509, -4.73575], [1.72113, 3.18617, -4.24228], [1.75473, -1.12018, -1.41089], [2.61920, -2.20986, -1.36009], [2.64518, -2.60810, 0.00542], [1.79953, -1.73963, 0.69452], [1.54646, -1.50701, 2.15924], [2.22012, 0.23860, 2.58197], [3.97181, -0.19331, 2.96232], [4.93506, 0.78482, 2.70784], [6.27893, 0.57192, 2.97422], [6.70088, -0.64477, 3.49426], [5.76014, -1.63189, 3.75101], [4.41492, -1.40496, 3.49175], [1.52660, 0.74391, 4.13706], [2.28241, 0.84111, 5.29786], [1.87360, 1.46301, 6.47190], [0.59445, 2.09841, 6.43546], [-0.21557, 2.04440, 5.35641], [0.10330, 1.34296, 4.05233], [1.28063, -0.84871, -0.18063], [1.74930, -0.52569, -3.46716], [0.36199, 0.09280, -2.55816], [2.96858, 0.41141, -4.87146], [5.06826, 0.14457, -6.10273], [7.23017, 0.66321, -5.00953], [7.25333, 1.45615, -2.66130], [5.13458, 1.74301, -1.43627], [0.75451, 3.44055, -1.01523], [-0.32293, 5.45633, -1.89224], [-0.05086, 6.07720, -4.28037], [1.27280, 4.61042, -5.77843], [2.31041, 2.57077, -4.90852], [3.16903, -2.64443, -2.18447], [3.22139, -3.41631, 0.43460], [1.99036, -2.30179, 2.75924], [0.48347, -1.48329, 2.42529], [4.60646, 1.73241, 2.29446], [6.99923, 1.35712, 2.77102], [7.75125, -0.81996, 3.69870], [6.07186, -2.58529, 4.16388], [3.69888, -2.18203, 3.72171], [3.28211, 0.41082, 5.27844], [2.50934, 1.49921, 7.34768], [0.26032, 2.67201, 7.30052], [-1.16580, 2.57623, 5.37939], [-0.62415, 0.50346, 3.94442], [-6.60500, -3.76618, -1.47667], [-5.67068, -3.26470, -0.64274], [-4.62218, -2.50883, -1.12804], [-4.53978, -2.27679, -2.45552], [-3.67149, -1.99979, -0.26562], [-2.68425, -1.25743, -0.82526], [-3.67978, -2.20119, 1.11828], [-2.48323, -1.60537, 2.21025], [-4.77034, -2.97581, 1.56295], [-4.90692, -3.24915, 2.86725], [-5.73543, -3.49143, 0.72264], [-6.75102, -4.22326, 1.21590], [-3.44534, 0.65965, -3.33458], [-2.06682, 1.76082, -2.98467], [-1.90757, 1.71555, -1.50278], [-2.89318, 3.30642, -3.34475], [-3.72854, 3.87120, -2.39288], [-4.33238, 5.08562, -2.67339], [-4.09905, 5.71660, -3.89030], [-3.25182, 5.14332, -4.82868], [-2.63226, 3.93358, -4.55236], [-4.34664, 1.01514, -2.83864], [-3.16139, -0.31316, -2.94095], [-3.59350, 0.60109, -4.41251], [-3.87214, 3.37673, -1.44035], [-4.97837, 5.54624, -1.93730], [-4.56812, 6.66991, -4.09845], [-3.05187, 5.64738, -5.76563], [-1.93746, 3.49332, -5.25669], [-0.12568, 2.26842, 2.81753], [0.73625, 2.95662, 2.76629], [-0.97597, 2.93458, 3.06102]], "atomic_forces_ev_per_a": [[0.21, -0.33, 1.20], [0.24, -0.27, 0.06], [0.01, -0.14, -0.15], [0.06, 0.07, 0.08], [-0.02, -0.03, 0.05], [0.00, 0.00, -0.01], [0.02, -0.01, -0.02], [0.02, 0.02, 0.01], [0.00, 0.03, 0.00], [0.05, 0.02, -0.10], [-0.05, 0.00, -0.01], [-0.01, -0.01, 0.04], [0.01, 0.02, -0.04], [-0.02, -0.01, 0.00], [-0.04, -0.04, 0.02], [0.05, -0.21, -0.25], [-0.01, 0.11, 0.00], [0.00, -0.08, 0.12], [0.14, -0.07, -0.06], [0.37, 0.14, -0.13], [-0.25, -0.32, -0.14], [0.06, 0.11, 0.02], [-0.04, 0.03, 0.00], [0.02, 0.04, -0.02], [0.01, -0.03, 0.01], [0.03, 0.00, 0.00], [-0.05, 0.04, -0.02], [-0.01, 0.25, 0.00], [0.09, -0.19, 0.10], [0.04, -0.10, -0.05], [-0.11, 0.02, -0.01], [-0.07, 0.10, 0.11], [0.08, -0.16, -0.05], [-0.50, 0.31, 0.05], [-0.11, 0.12, -0.08], [0.02, 0.04, 0.05], [0.00, 0.01, -0.01], [0.01, -0.01, 0.00], [0.00, 0.00, 0.00], [0.01, 0.00, -0.01], [-0.01, 0.00, 0.01], [0.03, -0.01, 0.00], [-0.02, 0.01, -0.01], [-0.01, 0.00, 0.00], [0.00, 0.01, 0.00], [0.02, 0.00, -0.01], [0.01, -0.01, 0.00], [0.01, 0.00, 0.00], [-0.08, 0.03, 0.10], [-0.04, -0.08, -0.12], [0.00, 0.00, 0.00], [0.01, -0.01, 0.00], [0.00, -0.01, 0.00], [0.01, 0.00, 0.00], [0.00, -0.01, 0.01], [0.00, 0.02, 0.03], [0.03, 0.04, -0.01], [0.00, -0.01, 0.01], [0.01, 0.00, 0.00], [0.02, 0.00, -0.01], [0.00, 0.00, 0.01], [0.02, 0.01, 0.05], [-0.03, -0.03, 0.03], [0.02, 0.03, -0.04], [0.05, 0.07, -0.04], [-0.03, -0.03, -0.01], [-0.02, -0.13, 0.22], [-0.09, 0.22, -0.28], [0.00, 0.00, -0.03], [0.01, 0.01, 0.00], [0.04, 0.03, -0.10], [-0.02, -0.01, 0.01], [0.05, 0.01, -0.03], [-0.07, 0.00, -0.34], [-0.18, 0.22, -0.04], [0.06, -0.08, -0.05], [0.06, 0.04, -0.04], [-0.02, 0.03, -0.01], [0.02, 0.01, -0.01], [-0.03, 0.04, 0.02], [-0.12, -0.05, 0.03], [0.03, 0.02, 0.06], [0.02, -0.03, -0.02], [0.01, 0.06, -0.01], [0.02, -0.02, 0.01], [0.00, 0.01, 0.00], [0.00, 0.00, -0.01], [-0.01, 0.01, 0.00], [0.02, -0.02, 0.02], [0.00, 0.21, -0.27], [0.01, 0.00, 0.01], [-0.08, -0.09, 0.09]], "homo_ev": 1.07, "total_charge": -2, "gap_ha": 0.0738, "de_lowest_kcal_mol": 4.64}

Number 1: molar mass 175.09 g mol⁻¹. Number 2: molar mass 94.14 g mol⁻¹. Number 3: molar mass 268.54 g mol⁻¹. Number 4: molar mass 953.18 g mol⁻¹.